{
  "formula": "C34H62O19S4",
  "method": "ωB97M-V/def2-TZVPD",
  "species": ["C", "C", "C", "O", "C", "O", "O", "H", "H", "H", "H", "H", "H", "C", "C", "C", "O", "C", "O", "O", "H", "H", "H", "H", "H", "H", "C", "C", "C", "O", "C", "O", "O", "H", "H", "H", "H", "H", "H", "C", "C", "O", "C", "H", "H", "H", "H", "H", "H", "C", "C", "O", "C", "H", "H", "H", "H", "H", "H", "C", "C", "C", "S", "O", "O", "C", "H", "H", "H", "H", "H", "H", "H", "H", "C", "C", "C", "S", "O", "O", "C", "H", "H", "H", "H", "H", "H", "H", "H", "C", "C", "C", "S", "O", "O", "C", "H", "H", "H", "H", "H", "H", "H", "H", "C", "C", "C", "S", "O", "O", "C", "H", "H", "H", "H", "H", "H", "H", "H"],
  "positions_angstrom": [[11.7729, 8.6604, -8.0091], [11.5586, 8.4702, -6.4461], [12.3511, 7.3133, -5.7746], [13.5255, 7.9621, -5.4735], [13.2210, 9.2393, -5.2514], [13.8926, 10.1072, -4.6706], [11.9774, 9.5141, -5.6788], [12.0310, 7.7505, -8.5510], [12.6082, 9.3197, -8.2452], [10.8718, 9.0667, -8.4685], [10.5122, 8.2055, -6.2940], [12.5563, 6.4295, -6.3786], [11.8390, 6.9651, -4.8776], [14.4794, 4.5229, -1.0173], [13.7833, 5.4791, -0.0792], [14.0910, 5.2160, 1.4133], [14.5955, 6.4018, 1.8979], [14.6160, 7.3499, 0.9882], [14.9302, 8.5180, 1.1349], [14.3484, 6.8080, -0.2240], [14.4760, 5.0072, -1.9938], [14.1266, 3.4932, -1.0755], [15.5445, 4.4037, -0.8192], [12.7050, 5.5968, -0.1864], [14.9465, 4.5412, 1.3856], [13.2162, 4.8518, 1.9519], [10.9437, -0.4149, 1.2808], [9.7860, 0.3301, 0.8536], [8.4147, -0.1877, 1.3259], [8.1992, 0.6603, 2.4661], [9.0287, 1.7211, 2.3855], [9.0193, 2.7401, 3.0714], [9.8526, 1.6076, 1.3869], [10.7724, -1.4755, 1.0969], [11.0269, -0.4277, 2.3676], [11.8405, -0.0236, 0.8005], [9.8481, 0.3323, -0.2347], [8.4403, -1.1980, 1.7342], [7.5991, -0.0795, 0.6109], [18.7854, 7.8131, -3.0680], [20.1890, 7.6982, -2.5772], [20.5189, 8.5461, -1.7604], [21.0783, 6.6080, -3.1405], [18.2625, 8.6699, -2.6430], [18.1192, 7.0199, -2.7288], [18.8148, 7.9703, -4.1462], [21.4904, 6.8610, -4.1173], [20.5102, 5.7253, -3.4340], [21.8662, 6.2767, -2.4640], [17.6714, 0.3422, 1.1833], [18.1489, 0.3453, -0.2410], [17.5319, -0.1870, -1.1321], [19.3843, 1.1328, -0.6312], [17.7247, 1.3491, 1.5974], [18.2495, -0.2815, 1.8652], [16.6106, 0.1025, 1.2559], [19.2871, 2.2170, -0.5744], [19.5335, 0.9457, -1.6946], [20.3290, 0.8896, -0.1450], [7.3135, 6.9553, -0.1583], [7.9367, 7.0357, -1.5353], [8.8130, 8.3101, -1.7022], [8.5287, 9.4174, -0.2014], [7.9196, 10.7039, -0.6777], [9.7377, 9.4055, 0.6379], [7.2338, 8.3474, 0.5180], [7.8851, 6.2687, 0.4662], [6.3250, 6.4980, -0.1993], [7.1350, 7.0334, -2.2738], [8.4556, 6.0941, -1.7145], [8.5522, 8.9774, -2.5236], [9.8780, 8.0931, -1.6195], [6.3374, 8.8636, 0.1743], [7.3058, 8.3892, 1.6048], [16.9652, 10.4124, 5.9149], [16.5615, 11.6903, 6.7157], [16.3638, 11.1757, 8.1433], [17.5682, 9.8675, 8.4861], [16.8846, 8.5970, 8.8614], [18.6065, 10.4037, 9.3534], [18.1682, 9.7230, 6.6670], [17.1321, 10.6659, 4.8680], [16.1389, 9.7058, 5.8378], [15.6756, 12.2029, 6.3408], [17.3746, 12.4041, 6.5832], [15.4235, 10.6275, 8.2023], [16.5254, 11.8575, 8.9783], [18.4632, 8.6791, 6.5600], [19.0017, 10.4157, 6.7830], [15.4832, 1.6079, 8.5561], [14.5341, 2.8412, 8.6208], [13.9607, 3.2134, 7.2280], [13.6996, 1.5482, 6.4822], [14.0415, 1.6723, 5.0829], [12.3888, 1.0404, 6.7946], [15.0092, 0.6062, 7.4648], [15.6428, 1.1923, 9.5510], [16.4597, 1.9836, 8.2501], [14.9758, 3.7086, 9.1114], [13.6875, 2.5601, 9.2471], [14.7274, 3.6055, 6.5597], [13.0609, 3.8285, 7.2270], [15.8380, 0.3703, 6.7974], [14.6229, -0.3658, 7.7714], [18.3410, 3.4342, -9.0196], [18.2164, 4.9108, -8.6086], [16.7832, 5.0357, -7.9956], [16.7051, 3.6463, -6.6964], [15.3497, 3.0901, -6.5603], [17.5491, 3.9609, -5.5928], [17.6878, 2.6071, -7.8588], [19.3662, 3.2416, -9.3356], [17.6968, 3.3193, -9.8913], [18.3290, 5.6012, -9.4445], [19.0150, 5.2244, -7.9362], [16.0657, 4.7143, -8.7506], [16.4188, 6.0034, -7.6508], [16.9738, 1.8614, -8.2083], [18.3943, 2.0514, -7.2422]],
  "forces_ev_per_a": [[0.2, 0.1, 0.8], [-1.0, -3.4, -2.3], [-1.5, -0.7, -1.5], [2.0, 0.6, 0.8], [2.2, 4.1, 2.8], [-1.6, -3.2, -2.1], [0.1, 1.5, 0.3], [-0.3, -0.4, 0.4], [-0.1, 0.3, 0.3], [0.1, 0.1, 0.1], [-0.2, 0.7, 0.1], [0.0, 0.2, -0.2], [0.0, 0.2, 0.3], [0.4, 0.4, -0.8], [0.3, 0.5, 1.3], [0.4, -1.7, -1.6], [-0.2, 1.2, 2.2], [1.1, 2.6, -1.4], [-0.7, -2.4, 0.1], [-0.4, -0.1, -0.5], [-0.3, -0.4, -0.3], [-0.6, 0.3, 0.1], [0.1, 0.4, 0.6], [0.0, -0.3, -0.6], [-0.4, -0.6, 0.7], [0.3, 0.0, 0.3], [1.2, -1.9, 1.4], [-1.4, -1.0, -1.9], [0.6, 0.1, 0.9], [-0.2, 0.5, 0.3], [-1.1, 3.4, 2.4], [-0.5, -2.6, -0.9], [1.0, 0.9, -1.4], [0.4, -0.1, -0.7], [0.3, 0.5, 0.2], [0.1, -0.3, 0.2], [-0.5, 0.6, -0.1], [0.1, -0.1, -0.4], [0.1, 0.1, 0.0], [-0.9, 0.3, -0.2], [-0.3, 1.3, 1.1], [1.0, -1.2, -0.5], [-0.2, -0.6, -0.2], [0.6, 0.4, 0.1], [0.3, -0.7, -0.6], [-0.4, -0.5, -0.2], [0.3, 0.6, 0.1], [-0.4, -0.1, 0.4], [0.0, 0.4, 0.0], [-0.5, 0.6, 0.5], [0.2, 0.4, -0.3], [-0.3, -0.3, 0.2], [0.6, 0.1, -0.8], [0.3, 0.2, -0.1], [0.1, -0.2, -0.2], [0.1, -0.5, -0.2], [-0.4, 0.0, 0.5], [0.0, -0.1, 0.0], [-0.2, -0.2, 0.4], [0.1, 0.2, 1.6], [-0.1, 0.6, -0.9], [-0.2, 0.2, 1.3], [0.0, 0.8, -0.9], [1.3, -2.7, 1.2], [-1.6, 0.1, -1.0], [-0.2, 0.3, -0.8], [0.2, 0.2, 0.1], [-0.1, 0.2, -0.1], [0.0, 0.3, -0.1], [0.4, 0.3, -0.1], [0.2, -0.4, -0.1], [0.0, 0.1, -0.3], [-0.1, 0.0, 0.2], [0.1, -0.2, -0.2], [0.2, -0.5, -0.1], [0.7, -1.0, -0.1], [0.1, -0.3, 0.3], [-0.2, -1.9, -0.9], [1.0, 2.3, -0.5], [-0.5, -0.4, -0.6], [-1.3, 1.6, 2.0], [0.6, 0.0, 0.1], [-0.2, -0.1, 0.4], [-0.1, -0.4, 0.0], [0.1, 0.1, 0.5], [-0.2, 0.3, 0.2], [-0.4, 0.2, -0.2], [-0.3, 0.3, -0.5], [0.3, -0.2, -0.6], [0.1, 0.7, -0.7], [-0.9, -0.1, 0.1], [1.2, -1.7, 0.5], [-0.1, 0.5, -0.2], [0.4, -0.4, 0.2], [0.2, -0.2, 0.5], [-0.1, 0.9, -0.3], [-0.3, -0.2, -0.1], [0.1, -0.1, -0.1], [0.3, -0.1, -0.1], [-0.2, 0.0, 0.1], [-0.1, 0.3, 0.1], [0.0, -0.4, 0.0], [-0.2, 0.3, -0.3], [-0.5, 0.4, 0.3], [-1.1, 0.8, 0.6], [-0.8, 0.4, 0.5], [0.2, -0.6, 0.5], [-0.6, 0.2, -3.7], [1.8, 0.9, 0.1], [0.1, 0.3, 1.1], [0.3, -0.9, 0.1], [-0.1, -0.6, 0.5], [0.1, -0.2, -0.1], [-0.3, -0.2, -0.3], [-0.2, -0.2, 0.5], [-0.1, -0.2, 0.0], [0.5, -0.1, 0.4], [0.0, 0.1, -0.2], [0.2, 0.2, 0.1]],
  "total_charge": 0,
  "fmax_ev_per_a": 5.41,
  "orbital_gap_ev": 9.4,
  "lumo_energy_ev": 0.0547,
  "smiles": "C[C@H]1COC(=O)O1.C[C@H]1COC(=O)O1.C[C@H]1COC(=O)O1.O=S1(=O)CCCC1.O=S1(=O)CCCC1.O=S1(=O)CCCC1.O=S1(=O)CCCC1.CC(C)=O.CC(C)=O",
  "e_homo_ev": -9.32
}